# 1
Entry from the OMol25 dataset: the ion C5H7BN2O6 with charge -2 in a non-equilibrium geometry (ωB97M-V with the def2-TZVPD basis set).

The geometry in XYZ format:
```
21
Properties=species:S:1:pos:R:3:forces:R:3:nbo_charge:R:1
N 1.12868 1.25373 1.90296 0.019 -0.186 -0.512 -1.123
B 0.12737 1.54747 0.87785 0.507 -0.061 -0.001 1.155
O -0.99334 2.28843 1.28923 0.148 -0.126 0.871 -0.936
N 0.37757 1.09576 -0.46912 -0.862 0.126 0.289 -0.803
C -0.16782 1.96334 -1.55514 -0.194 0.129 -0.356 0.882
O 0.68715 2.47675 -2.29329 0.054 0.091 0.099 -0.761
O -1.41159 2.08346 -1.60747 -0.192 -0.227 0.064 -0.811
C 0.15165 -0.35008 -0.72057 1.127 0.204 -0.115 -0.120
C -0.71648 -1.03522 0.33373 -0.388 -0.754 -0.089 -0.545
C -1.04893 -2.43747 -0.10723 -0.114 0.100 -0.038 0.478
O -1.72434 -2.69875 -1.07186 -0.207 -0.148 -0.159 -0.564
C 1.51425 -1.12361 -0.77686 0.113 -0.109 0.313 0.753
O 1.95622 -1.41842 -1.90035 -0.013 -0.041 -0.016 -0.759
O 2.02108 -1.39436 0.35399 -0.043 0.005 -0.153 -0.842
H 1.91573 0.83919 1.41340 0.018 -0.286 0.132 0.403
H 0.81966 0.56045 2.57323 -0.026 0.301 0.331 0.360
H -1.79505 1.76819 1.20887 -0.098 0.286 -0.789 0.484
H -0.30825 -0.45576 -1.69871 -0.176 0.078 -0.011 0.226
H -1.68777 -0.54995 0.46670 0.033 0.291 -0.047 0.211
H -0.17104 -1.13824 1.26926 0.068 0.329 0.083 0.229
H -0.67474 -3.27490 0.51139 0.227 -0.003 0.106 0.084
```
Positions in Å, forces in eV/Å.

**HOMO-LUMO gap**: 6.22 eV
**SMILES**: NB(O)N(C(=O)[O-])[C@H](CC=O)C(=O)[O-]
**Highest occupied orbital energy**: -0.61 eV
**Net charge**: -2


# 2
Entry from the OMol25 dataset: an isolated molecule of C5H7BO3S in a non-equilibrium geometry (ωB97M-V with the def2-TZVPD basis set).

The geometry in XYZ format:
```
17
Properties=species:S:1:pos:R:3:forces:R:3:nbo_charge:R:1
B -2.32100 0.13950 -0.16829 0.393 -0.714 0.494 1.032
C 1.73932 0.30446 -0.45547 0.091 -0.881 -0.763 -0.282
C 1.37991 1.25478 0.49344 -1.411 -1.401 -0.009 -0.367
C -0.71929 -0.78356 1.80145 -0.513 -1.542 1.094 0.340
C 0.98628 -0.66265 -1.08125 1.728 1.976 0.095 -0.274
C -1.09196 0.12191 0.76498 0.429 2.118 -0.854 -0.673
O -1.28079 -1.84326 2.09209 0.831 1.322 -0.633 -0.523
O -3.06747 -0.96758 -0.30867 1.002 -1.148 1.529 -0.837
O -2.70067 1.17471 -0.95925 -0.038 0.663 -0.222 -0.879
S -0.21776 1.63506 0.80397 -0.796 -0.053 0.773 0.516
H 2.73786 0.59443 -0.81483 -0.350 -0.606 -0.397 0.232
H 2.16372 1.77583 0.93686 0.918 1.359 0.706 0.229
H 0.07005 -0.35956 2.45039 0.230 -0.366 0.096 0.104
H 1.17375 -0.84529 -2.10017 0.714 -0.575 -1.079 0.197
H 0.13609 -1.12321 -0.72164 -1.416 -0.826 1.149 0.215
H -3.65267 -0.73304 -0.98250 -2.017 0.036 -1.797 0.482
H -2.11407 1.91832 -0.86425 0.205 0.638 -0.182 0.488
```
Positions in Å, forces in eV/Å.

**HOMO-LUMO gap (spin up / spin down)**: 7.18 / 6.51 eV
**Highest occupied orbital energy (spin up / spin down)**: -8.80 / -8.47 eV
**ΔE to the lowest compared entry with this formula, charge and spin**: 273.25 kJ/mol


# 3
Entry from the OMol25 dataset: an isolated molecule of C5H7Br in a non-equilibrium geometry (ωB97M-V with the def2-TZVPD basis set).

The geometry in XYZ format:
```
13
Properties=species:S:1:pos:R:3:forces:R:3:nbo_charge:R:1
C -0.76374 0.04324 1.39170 -1.319 -0.506 -3.601 -0.212
C -1.47207 -0.09803 0.29884 1.471 0.680 0.367 -0.098
C 0.04449 0.01179 0.09559 -1.241 -1.505 0.001 -0.050
C 0.74460 -1.33640 -0.22275 2.292 2.284 -1.275 -0.631
C 0.55715 1.31742 -0.47173 -1.716 1.684 3.584 -0.615
Br -3.05580 -0.07398 -0.69965 0.448 -0.149 0.543 0.115
H -0.78724 0.04718 2.40866 0.193 0.223 2.574 0.217
H 0.95295 -1.48629 -1.31201 0.098 0.768 0.496 0.207
H 0.11929 -2.16866 -0.08622 -0.634 -1.088 1.330 0.220
H 1.77205 -1.30508 0.27751 -1.453 -0.723 -0.407 0.212
H -0.35211 2.04710 -0.32853 1.921 -1.029 -0.582 0.213
H 0.82766 1.24014 -1.45545 0.572 -0.129 -2.606 0.211
H 1.41277 1.76157 0.10403 -0.631 -0.511 -0.425 0.211
```
Positions in Å, forces in eV/Å.

**HOMO-LUMO gap**: 10.01 eV
**SMILES**: CC1(C)C=C1Br
**Highest occupied orbital energy**: -9.25 eV
**ΔE to the lowest compared entry with this formula, charge and spin**: 195.47 kJ/mol


# 4
Entry from the OMol25 dataset: a cluster of 2 separate species, C5H7Br in total in a non-equilibrium geometry (ωB97M-V with the def2-TZVPD basis set).

The geometry in XYZ format:
```
13
Properties=species:S:1:pos:R:3:forces:R:3:nbo_charge:R:1
C 0.37355 1.03136 -2.01625 0.827 1.634 1.356 -0.484
C 0.92414 1.55084 -0.91600 -1.245 -3.179 -0.347 -0.043
C -0.18653 -1.52567 0.59852 0.973 0.527 1.624 -0.491
C -1.21361 -0.40581 1.05699 3.122 -1.597 -0.216 -0.485
C 0.23214 -0.12685 0.88911 0.477 1.660 -0.176 -0.035
Br 1.30098 0.37653 2.42905 -0.292 -0.308 -0.608 0.013
H 0.46856 1.30948 -3.06166 0.540 0.381 0.101 0.215
H -0.40000 0.33966 -1.85638 -0.958 -1.061 0.108 0.200
H 1.77964 2.09368 -0.57395 0.076 0.404 0.051 0.198
H 0.22744 -2.31514 1.36356 -1.317 1.533 -1.615 0.240
H -0.11550 -1.76497 -0.43174 -0.107 -0.536 -0.797 0.226
H -1.92836 0.08024 0.48665 -1.225 0.415 -1.412 0.229
H -1.46246 -0.64335 2.03211 -0.872 0.129 1.930 0.219
```
Positions in Å, forces in eV/Å.

**HOMO-LUMO gap (spin up / spin down)**: 8.34 / 8.61 eV
**Highest occupied orbital energy (spin up / spin down)**: -8.64 / -8.54 eV
**ΔE to the lowest compared entry with this formula, charge and spin**: 492.36 kJ/mol


# 5
Entry from the OMol25 dataset: a structure of composition C5H7Br3N in a non-equilibrium geometry (ωB97M-V with the def2-TZVPD basis set).

The geometry in XYZ format:
```
16
Properties=species:S:1:pos:R:3:forces:R:3:nbo_charge:R:1
C -0.14735 -1.31754 -0.46534 -0.004 -0.825 -0.668 -0.115
C 0.72199 -1.32975 0.56351 -1.440 0.133 0.190 -0.121
C -0.56500 0.09976 -0.85748 -0.931 -0.840 -0.692 -0.482
C 0.19861 0.99157 0.14650 -1.073 -2.408 1.106 -0.223
C 2.83407 0.03775 -0.03653 -0.638 0.151 1.540 -0.275
N 1.19277 0.05204 0.82663 1.737 -1.352 -3.909 -0.412
Br 2.55203 -0.43410 -1.88222 0.334 0.405 0.952 0.237
Br 3.80750 -1.38677 0.95147 -0.474 1.247 -0.734 0.189
Br 3.56457 1.84060 0.22030 -0.501 -1.308 -0.146 0.213
H -0.49590 -2.21767 -1.11767 0.530 1.610 1.822 0.278
H 1.02400 -2.13135 1.26384 0.064 0.659 -0.938 0.274
H -0.17656 0.31227 -1.87195 -0.562 -0.055 0.375 0.245
H -1.74607 0.13016 -0.91375 2.460 0.389 0.461 0.278
H 0.57801 1.86269 -0.30632 0.988 0.946 -0.132 0.252
H -0.33232 1.17161 1.06150 -1.206 1.010 -0.138 0.230
H 1.30875 0.27911 1.78930 0.715 0.238 0.913 0.435
```
Positions in Å, forces in eV/Å.

**HOMO-LUMO gap**: 9.31 eV
**Highest occupied orbital energy**: -14.02 eV
**Net charge**: +1
**ΔE to the lowest compared entry with this formula, charge and spin**: 81.11 kJ/mol


# 6
Entry from the OMol25 dataset: a cluster of 3 separate species, C5H7BrFI in total in a non-equilibrium geometry (ωB97M-V with the def2-TZVPD basis set).

The geometry in XYZ format:
```
15
Properties=species:S:1:pos:R:3:forces:R:3:nbo_charge:R:1
C 0.46025 -1.07694 -1.41811 -0.167 1.036 1.158 0.334
C 0.02341 0.58740 0.90059 1.387 0.875 0.133 -0.299
C 0.50628 -2.39867 -0.87621 0.174 0.274 -1.749 -0.739
C 0.54470 -0.18250 -2.31639 0.246 1.018 1.062 -0.535
C -0.12103 0.35878 2.21661 -0.951 0.231 -1.065 0.030
F -0.64170 -0.86793 2.51059 0.142 -0.241 0.447 -0.359
Br -1.73132 4.44961 1.54182 -0.189 0.605 0.069 -0.199
I 0.89189 2.43510 0.20024 -0.257 -1.282 0.335 0.117
H 1.29424 -2.40866 -0.14453 0.378 -0.909 0.038 0.269
H 0.44875 -3.08547 -1.74185 1.448 -0.137 0.119 0.250
H -0.41845 -2.66911 -0.52074 -2.176 -0.193 1.965 0.251
H 0.76508 0.85840 -2.15154 -0.168 0.650 0.987 0.255
H -2.31353 3.25973 2.00588 -0.142 -0.373 0.100 0.200
H 0.43744 -0.26364 -3.33511 -0.148 -1.151 -2.501 0.236
H -0.14599 1.00391 3.12877 0.424 -0.401 -1.096 0.190
```
Positions in Å, forces in eV/Å.

**HOMO-LUMO gap (spin up / spin down)**: 8.29 / 6.41 eV
**Highest occupied orbital energy (spin up / spin down)**: -8.52 / -7.92 eV
**ΔE to the lowest compared entry with this formula, charge and spin**: 257.79 kJ/mol


# 7
Entry from the OMol25 dataset: an isolated molecule of C5H7BrN4O (ωB97M-V with the def2-TZVPD basis set).

The geometry in XYZ format:
```
18
Properties=species:S:1:pos:R:3:forces:R:3:nbo_charge:R:1
C -0.54691 -1.38488 1.67840 -0.196 -0.075 -0.349 -0.645
C -1.22080 -0.32338 0.78574 0.432 -0.070 0.039 0.116
O -2.48304 0.08724 1.27204 0.075 0.377 -0.027 -0.709
C -0.36518 0.94985 0.63102 0.251 -0.182 -0.128 -0.461
C 0.53401 0.82797 -0.56440 -0.129 0.026 0.195 0.331
N 1.72730 0.25944 -0.37891 0.187 -0.041 -0.306 -0.184
N 2.49277 0.07521 -1.43618 -0.272 0.064 0.391 -0.193
C 1.99823 0.48344 -2.59067 0.340 -0.046 -0.433 0.237
Br 3.08621 0.21351 -4.10997 -0.136 0.028 0.181 0.107
N 0.83150 1.07081 -2.80255 -0.287 0.069 0.381 -0.190
N 0.06798 1.24523 -1.74580 0.217 -0.076 -0.253 -0.170
H 0.42921 -1.06893 2.03033 0.085 0.042 0.097 0.225
H -1.17481 -1.61821 2.53644 0.006 0.092 0.157 0.211
H -0.41665 -2.31324 1.12521 0.070 -0.062 0.016 0.218
H -1.33468 -0.76250 -0.21005 -0.237 0.060 -0.106 0.155
H -2.87902 -0.63642 1.75001 -0.230 -0.319 0.154 0.470
H -1.01398 1.81266 0.52420 -0.112 0.021 -0.139 0.253
H 0.26785 1.08219 1.50515 -0.064 0.089 0.131 0.228
```
Positions in Å, forces in eV/Å.

**HOMO-LUMO gap**: 8.75 eV
**SMILES**: C[C@@H](O)Cc1nnc(Br)nn1
**Highest occupied orbital energy**: -9.89 eV
**ΔE to the lowest compared entry with this formula, charge and spin**: 16.19 kJ/mol


# 8
Entry from the OMol25 dataset: the ion C5H7BrNOS with charge +1 (ωB97M-V with the def2-TZVPD basis set).

The geometry in XYZ format:
```
16
Properties=species:S:1:pos:R:3:forces:R:3:nbo_charge:R:1
O 3.29608 -0.18706 -1.19555 0.190 -0.110 0.146 -0.420
C 2.66361 0.07380 -0.23954 -0.504 0.113 -0.452 0.504
Br 2.64639 1.85721 0.51818 0.226 0.112 0.166 0.002
C 1.66428 -0.85973 0.42449 0.169 -0.061 0.171 -0.601
C 0.22907 -0.46908 0.25766 0.206 0.111 -0.039 0.236
N -0.18581 0.57321 -0.39011 -0.340 0.056 -0.197 -0.480
C -1.62910 0.86705 -0.30462 0.022 -0.202 0.013 -0.235
C -2.29295 -0.46291 0.07157 -0.050 0.266 0.334 -0.528
S -1.00106 -1.41359 0.95374 -0.061 -0.062 -0.073 0.460
H 1.87388 -0.88882 1.49891 -0.038 -0.078 -0.038 0.300
H 1.80411 -1.86415 0.01487 0.012 0.065 0.036 0.297
H 0.43866 1.22561 -0.85202 0.106 -0.031 0.156 0.453
H -1.97310 1.27748 -1.25231 -0.043 -0.135 0.020 0.253
H -1.78866 1.61425 0.47686 0.128 -0.020 -0.044 0.236
H -3.09341 -0.29427 0.78989 -0.097 -0.076 -0.204 0.268
H -2.65200 -1.04902 -0.77202 0.074 0.054 0.006 0.256
```
Positions in Å, forces in eV/Å.

**HOMO-LUMO gap**: 10.05 eV
**Highest occupied orbital energy**: -14.51 eV
**Net charge**: +1
**ΔE to the lowest compared entry with this formula, charge and spin**: 0.00 kJ/mol